No. 1
Entry from the OMol25 dataset: C37H37F3O2P2Zr as an isolated structure in a non-equilibrium geometry (ωB97M-V/def2-TZVPD).

Results
Net charge ... +2
Strongest force on any atom ... 7.069 eV/A
Relative energy (zero: lowest compared OMol25 entry of this formula, charge and spin) ... 41.74 kJ/mol
Kohn-Sham gap (alpha / beta) ... 4.38 / 4.38 eV

Cartesian coordinates (Å):
Zr 3.1524 0.7044 -1.6670
P -1.4787 -1.4479 -3.4354
P 3.3596 3.6649 0.7222
F -1.0776 -0.9960 1.4010
F -0.1284 0.9498 1.8513
F 0.8970 -0.9392 2.3583
O 0.1015 -0.2442 -1.0161
O 2.0827 -0.1409 0.0706
C 3.1791 -1.3607 -2.4965
C 3.1110 3.8368 -2.9474
C -2.3951 -0.1401 -4.1668
C 2.7428 1.3615 -3.5945
C -3.7173 1.8774 -3.9492
C 4.1599 0.0688 2.6520
C 3.8132 1.7390 4.3548
C 1.3399 4.7862 2.2822
C 5.2184 1.2346 -2.0980
C 3.0188 6.2915 1.3438
C 2.0100 -1.9542 -6.3705
C 0.7980 -0.2714 0.0128
C 0.7332 5.8812 2.9043
C 0.3095 -0.4938 -5.4458
C -0.1760 -1.5508 -4.6331
C 4.5918 2.3317 -1.4380
C 1.2522 7.1726 2.7331
C 2.4829 5.0021 1.5114
C 2.3841 7.3752 1.9335
C 4.1580 1.0771 1.6996
C 3.7408 2.7369 3.3801
C 2.0643 2.7031 -0.2004
C -2.8952 -0.3252 -5.4792
C 1.5382 -3.0068 -5.5719
C 1.3828 -0.7077 -6.3044
C -3.7584 0.6083 -6.0258
C -2.8475 0.9564 -3.3828
C -4.1783 1.7129 -5.2670
C 4.3875 3.6883 -2.1140
C 3.7408 2.3873 2.0208
C 3.9726 0.4001 3.9930
C 2.1916 2.6023 -2.8801
C 0.1034 -0.3452 1.4300
C 4.0449 1.4019 -4.3823
C 0.4767 -2.8151 -4.7026
C 1.5951 2.4382 -1.4969
C 5.4058 1.3098 -3.6039
H -2.4897 1.0461 -2.3565
H 5.9473 0.6100 -1.5550
H 0.7848 8.0219 3.2336
H 1.7264 0.1076 -6.9456
H 5.2503 3.9861 -2.7284
H 1.2897 2.8341 -3.4900
H 3.5984 -2.0153 -1.7092
H -2.5762 -1.1957 -6.0564
H 4.0147 0.5567 -5.0932
H 4.0614 2.3184 -4.9859
H 3.9806 -0.3796 4.7530
H -4.1032 0.4844 -7.0545
H 5.9910 0.4379 -3.9551
H -4.0428 2.7417 -3.3681
H 2.0080 -3.9865 -5.6335
H 1.3726 2.3552 0.5891
H 2.5412 4.7011 -2.5755
H -4.8498 2.4517 -5.7062
H 0.9519 3.7714 2.3693
H 0.5432 2.1366 -1.5730
H -0.1463 5.7036 3.5159
H 6.0317 2.1895 -3.8586
H 3.3398 4.0284 -4.0036
H 4.3530 4.4463 -1.3117
H 2.7791 8.3734 1.7508
H 1.9396 0.7642 -4.0436
H 2.1402 -1.6860 -2.6692
H 4.3705 -0.9607 2.3541
H 3.7057 3.7918 3.6684
H 3.9115 6.3946 0.7273
H 3.7664 2.0188 5.4069
H 4.9246 2.4636 -0.3934
H -0.1712 0.4841 -5.4145
H 4.6102 0.8334 0.7289
H 0.1126 -3.6274 -4.0727
H 3.7508 -1.5188 -3.4222
H 2.8578 -2.1047 -7.0434


No. 2
Entry from the OMol25 dataset: C37H37F5MnP2 as an isolated structure in a non-equilibrium geometry (ωB97M-V/def2-TZVPD).

Results
Strongest force on any atom ... 2.455 eV/A
2S+1 ... 6
Relative energy (zero: lowest compared OMol25 entry of this formula, charge and spin) ... 0.00 kJ/mol
Kohn-Sham gap (alpha / beta) ... 7.30 / 6.60 eV

Cartesian coordinates (Å):
Mn -0.6769 -0.2148 3.3991
P -1.2371 0.6744 -2.8656
P -0.0131 -1.7262 -2.4684
F -0.2672 -2.4126 5.8254
F -1.7648 -1.7399 7.2672
F -1.9193 0.7241 5.9435
F 0.0620 0.1310 6.5882
F -2.4255 -2.0474 5.2465
C 0.5657 -4.1112 -4.0367
C -1.1915 1.2992 -0.1200
C 3.1688 -3.1826 -0.2799
C -1.6760 4.0313 -0.6071
C 2.0263 -0.1810 3.7498
C -1.6032 3.1459 -1.6781
C 2.4077 -2.4176 -1.1737
C 1.8145 2.2896 2.9383
C -1.4934 1.7802 -1.4350
C 2.1643 2.3925 6.1797
C 0.8850 2.7400 4.0381
C -0.9200 -0.1738 5.6109
C -0.0814 -2.8670 -3.9907
C 2.5664 -4.2337 0.4201
C -1.9875 1.6058 -4.3505
C 0.1450 -4.2793 -6.4228
C 2.1943 -0.0661 5.1163
C 2.0615 0.7874 2.5631
C 1.0667 -2.7323 -1.3983
C -1.8681 3.2032 -6.2101
C -0.9795 2.2478 0.8735
C -2.4362 -0.2472 2.5394
C -3.2550 3.1336 -6.3750
C 0.4577 -3.7738 -0.6668
C 2.8712 0.9793 5.9070
C -3.3908 1.5861 -4.5088
C 0.5496 0.7680 -3.2240
C 1.1035 -0.4781 -3.1661
C 0.6720 -4.8103 -5.2356
C -1.2388 2.4059 -5.2333
C -0.6953 -2.3859 -5.1578
C 1.2122 -4.5400 0.2151
C -1.3671 3.5698 0.6769
C 0.9867 2.7895 5.3855
C -0.5442 -3.0619 -6.3730
C -4.0167 2.3264 -5.5204
C -1.3630 -1.6042 5.9867
H 0.7450 -5.3704 0.7455
H 0.2763 -4.8020 -7.3665
H 1.6215 -0.8162 5.6893
H 2.9620 3.1448 6.1087
H 1.3844 0.3857 1.7591
H 3.8534 1.1549 5.4353
H 3.0156 0.7346 1.9948
H -1.5889 3.5288 -2.6930
H -3.1142 0.4220 3.1087
H -1.2711 3.8643 -6.8379
H -0.9352 -2.6280 -7.2839
H 2.7969 2.7998 3.0687
H -5.0980 2.2792 -5.6387
H 3.1423 -4.8128 1.1450
H 1.4706 2.7388 1.9977
H -2.4571 -1.3048 2.8535
H 1.0336 -4.5115 -3.1276
H -0.1430 2.4420 -5.1567
H 3.1663 0.5734 6.9155
H -2.3920 -0.0814 1.4440
H 4.2190 -2.9475 -0.1136
H 1.2024 -5.7658 -5.2514
H 2.8573 -1.5610 -1.6598
H 2.0730 -0.7780 -3.5784
H -0.4599 2.0093 1.8195
H -3.9884 1.0056 -3.8073
H -3.7413 3.6932 -7.1845
H -1.3687 4.2593 1.5270
H -0.6057 -3.9687 -0.7913
H 1.9645 -1.2465 3.3806
H 0.0837 2.9351 5.9687
H 1.8735 2.4857 7.2331
H -1.2458 -1.4431 -5.1285
H 1.0571 1.7260 -3.4391
H -1.9084 5.0716 -0.7706
H -0.0176 3.2311 3.6129
H -1.0329 0.2284 0.0485


No. 3
Entry from the OMol25 dataset: C37H38AsF3NP2RuS3 as an isolated structure (ωB97M-V/def2-TZVPD).

Results
Strongest force on any atom ... 0.751 eV/A
2S+1 ... 2
Relative energy (zero: lowest compared OMol25 entry of this formula, charge and spin) ... 0.00 kJ/mol
Kohn-Sham gap (alpha / beta) ... 7.61 / 7.04 eV

Cartesian coordinates (Å):
Ru -0.1734 0.2814 0.0875
As -2.0109 1.4303 1.2590
S 2.0376 -0.6722 -0.3524
S -0.8624 -1.8364 1.1688
S 0.2680 2.0822 -1.5478
P -0.4449 0.5215 -2.5977
P -1.5446 -1.9672 -0.7235
F 5.1664 -0.0269 0.0053
F 4.6578 -1.7092 1.2646
F 5.9089 -0.1235 2.0312
N 1.3043 0.8847 1.5246
C 2.5525 1.8321 3.3107
C -3.3418 1.4370 3.9028
C -5.5246 -1.8464 -1.6194
C -3.7818 1.2694 0.4690
C 2.0445 0.4129 -3.8541
C 2.3939 0.2300 1.0676
C -0.8644 -3.4275 -1.5587
C 1.0089 -4.8755 -1.9809
C 4.8334 -0.3776 1.2572
C 1.7053 -2.1904 -4.7618
C 3.6193 0.3562 1.7502
C -3.8829 1.9453 -0.8917
C -6.0656 -2.7793 -0.7473
C 0.4238 -3.8521 -1.2490
C -2.3291 0.6916 3.0423
C -1.1992 4.2260 0.6818
C -2.3783 0.1515 -4.5513
C -1.7551 2.4440 -4.1782
C 1.3829 1.6625 2.6021
C -5.2423 -3.4654 0.1387
C -3.3323 -2.2871 -0.7259
C -3.4391 1.9019 -5.8082
C 3.6866 1.1569 2.8687
C -1.5696 -4.0423 -2.5918
C -1.9268 3.3458 1.6881
C -4.1576 -1.5990 -1.6077
C 0.3091 -5.4800 -3.0157
C -3.2920 0.5517 -5.5124
C 2.8717 -1.4984 -5.0556
C 0.8743 -0.2777 -3.5572
C -1.6059 1.0969 -3.8784
C 3.0391 -0.1975 -4.6029
C -0.9821 -5.0664 -3.3190
C 0.7089 -1.5813 -4.0145
C -3.8787 -3.2202 0.1508
C -2.6705 2.8450 -5.1433
C -1.2279 -0.4980 -1.4938
H -0.1906 -2.1336 -3.7787
H -2.9587 3.6759 1.8312
H -2.7856 3.8969 -5.3711
H 1.5712 -3.2092 -5.1024
H -4.8692 1.7797 -1.3302
H -1.4426 3.4163 2.6653
H -3.1361 1.5485 -1.5810
H -4.1550 2.2161 -6.5568
H 0.4688 2.1633 2.8975
H -3.8893 -0.1869 -6.0319
H -3.7280 -0.8523 -2.2662
H -2.5790 -3.7240 -2.8274
H -3.9784 0.1989 0.3934
H -1.1644 3.1769 -3.6424
H -3.4657 0.9332 4.8629
H -1.6133 4.1313 -0.3211
H -1.5334 -5.5454 -4.1182
H 3.9529 0.3400 -4.8203
H 2.0147 -5.1966 -1.7433
H 3.6544 -1.9760 -5.6312
H -0.1454 3.9541 0.6152
H -4.4982 1.6926 1.1762
H -6.1649 -1.3044 -2.3040
H -3.7294 3.0239 -0.8182
H -5.6666 -4.1888 0.8229
H -1.3552 0.6385 3.5344
H 0.7670 -6.2796 -3.5843
H -3.2351 -3.7414 0.8503
H 4.6239 1.2595 3.3979
H -7.1312 -2.9696 -0.7511
H -3.0309 2.4615 4.1103
H 2.1839 1.4152 -3.4703
H -1.2611 5.2736 0.9833
H 2.5815 2.4698 4.1815
H -4.3238 1.4762 3.4297
H -2.6352 -0.3409 2.8717
H 0.9662 -3.3696 -0.4445
H -2.2673 -0.9026 -4.3184


No. 4
Entry from the OMol25 dataset: C37H38BrGeLiN7O as an isolated structure in a non-equilibrium geometry (ωB97M-V/def2-TZVPD).

Results
Net charge ... -1
Strongest force on any atom ... 3.618 eV/A
Relative energy (zero: lowest compared OMol25 entry of this formula, charge and spin) ... 0.00 kJ/mol
Kohn-Sham gap ... 6.45 eV

Cartesian coordinates (Å):
Br -2.6916 -19.0275 -11.5013
Ge -0.3351 -9.3223 -18.9716
O 2.8564 -11.6250 -18.2843
N 1.2366 -14.8436 -13.6316
N -1.3244 -11.8747 -16.2094
N 0.3555 -9.3972 -17.1411
N 3.5941 -10.8817 -15.7465
N -3.1506 -6.8004 -15.5545
N -1.3179 -7.9210 -16.7341
N 1.9641 -15.2548 -14.6111
C -3.6939 -11.9129 -16.3144
C 3.2888 -12.8305 -13.7212
C 3.1822 -13.9614 -17.7595
C 0.2908 -11.1539 -21.1719
C -0.4605 -9.0181 -14.7363
C 2.6636 -14.4209 -15.4416
C 0.3886 -17.1624 -13.5877
C -1.6067 -9.7163 -12.6746
C -0.4182 -8.7656 -16.2821
C 3.0847 -13.1424 -15.0430
C -0.5053 -15.4863 -12.0903
C 3.2779 -12.1634 -16.0618
C 3.1433 -12.5558 -17.4738
C -4.9184 -11.3959 -16.0532
C 0.4948 -8.5834 -12.5186
C -3.7734 -6.9975 -21.8479
C 1.7033 -11.6918 -21.2105
C -1.5270 -9.6588 -14.0701
C -1.5138 -17.6821 -12.1751
C -5.1203 -10.3531 -15.0980
C -2.5542 -11.2907 -15.8370
C 0.4012 -15.8563 -13.0865
C -2.2119 -7.3532 -16.0067
C -2.4201 -7.1932 -19.7481
C 3.7166 -11.5421 -13.4161
C -0.5520 -18.0366 -13.0698
C -0.2631 -11.1343 -19.7324
C 2.5568 -11.2584 -22.3893
C -3.8036 -6.8802 -20.3036
C -1.5270 -16.3267 -11.6758
C -2.6705 -10.3114 -14.7919
C 3.8991 -10.6184 -14.4148
C -2.1650 -8.7167 -19.5138
C -0.5774 -9.1621 -11.8668
C 2.9821 -14.9250 -16.7198
C -3.9792 -9.8804 -14.4393
C 0.5953 -8.5840 -13.9170
Li 2.2796 -10.0446 -17.4187
H -3.4120 -7.9389 -22.1461
H -0.5251 -19.0681 -13.4935
H 2.0612 -11.3145 -23.4208
H -1.4073 -12.6496 -16.8761
H 1.3357 -8.1848 -11.9566
H 1.5418 -8.2929 -14.4563
H 2.6552 -10.1200 -22.2046
H 2.9939 -13.5122 -12.9323
H -6.1241 -10.0416 -14.8967
H -0.4047 -14.5133 -11.6411
H 1.6048 -12.7762 -21.3351
H 0.2481 -10.1332 -21.5808
H -4.5910 -7.4507 -19.8054
H 3.8447 -11.2374 -12.3642
H -3.5504 -12.6359 -17.1284
H -1.3034 -11.4571 -19.7574
H 3.3706 -14.3677 -18.7843
H -2.4072 -10.2381 -12.1894
H 4.0391 -9.5648 -14.1689
H 2.9298 -15.9959 -16.8796
H 0.3124 -11.7341 -19.0589
H -0.5422 -11.2480 -16.3718
H -2.5373 -9.3325 -20.3413
H -4.7926 -6.9122 -22.1935
H 2.1480 -11.6892 -20.1947
H 1.0164 -17.4715 -14.4070
H -1.7786 -6.8838 -20.5480
H -2.3276 -15.9895 -11.0378
H -0.4317 -11.6806 -21.8150
H -3.2146 -6.1528 -22.2452
H -4.0683 -9.0838 -13.7209
H -5.7972 -11.8665 -16.5470
H -2.7815 -8.9539 -18.6099
H -2.2826 -6.5979 -18.8307
H -0.6327 -9.2519 -10.7995
H -3.9821 -5.8157 -20.0880
H 3.5549 -11.8015 -22.3732
H 0.6523 -8.2662 -19.4821


No. 5
Entry from the OMol25 dataset: C37H38CdO3P3S4 as an isolated structure (ωB97M-V/def2-TZVPD).

Results
Net charge ... -2
Strongest force on any atom ... 0.590 eV/A
2S+1 ... 2
Relative energy (zero: lowest compared OMol25 entry of this formula, charge and spin) ... 0.00 kJ/mol
Kohn-Sham gap (alpha / beta) ... 4.45 / 6.35 eV

Cartesian coordinates (Å):
Cd 0.6451 0.9933 -0.8929
S 2.1760 0.9812 -3.2344
S 3.6291 -0.2522 0.1569
S -0.8000 1.9848 1.9460
S 1.8958 3.3770 -0.9122
P 2.0921 2.9003 -2.8248
P -0.6798 0.0017 1.6807
P 2.1041 -0.9985 1.1871
O -1.0493 1.2727 -2.2464
O 3.3717 3.6110 -3.5219
O 0.8491 3.6194 -3.5613
C -0.8266 -2.1317 5.7967
C -4.9543 -0.6844 -4.2183
C -0.8786 -2.2032 3.3968
C 1.3299 -5.0333 1.0388
C 0.4124 4.5191 -5.7352
C 3.6645 -4.7932 1.5497
C 2.8057 0.1593 5.6257
C 5.0485 4.6798 -2.1573
C -0.9180 -2.8603 4.6152
C 2.3914 -0.6020 2.9684
C 2.7570 1.1183 4.6207
C 2.5566 -5.6077 1.3328
C -0.7415 -0.8176 3.3370
C -2.3316 1.1794 -2.2928
C 2.4191 -1.5527 3.9841
C 2.6335 -1.1779 5.3043
C -4.3735 0.2396 -3.3793
C -2.9585 0.2942 -3.2008
C -2.2925 -0.5753 1.0277
C -4.1802 -1.6045 -4.9352
C 1.2071 -3.6494 0.9824
C -0.6980 -0.7525 5.7435
C -3.5858 -1.8115 -0.5884
C -4.7485 -1.5059 0.0988
C 0.5023 3.2598 -4.9008
C -3.1459 2.0955 -1.4179
C -3.4682 -0.2530 1.7033
C -4.6866 -0.7291 1.2536
C 3.8426 4.8730 -3.0508
C 2.3013 -2.8310 1.2207
C -2.1839 -0.6316 -3.9626
C -2.3590 -1.3597 -0.1147
C 2.5570 0.7406 3.3040
C 3.5372 -3.4162 1.4860
C -2.7869 -1.5493 -4.7892
C 0.5294 -0.6203 0.6770
C -0.6594 -0.0988 4.5192
H -5.7038 -1.8515 -0.2762
H -1.4380 -1.5865 -0.6408
H 2.2628 -2.5981 3.7507
H -5.5949 -0.4763 1.7891
H -0.5540 0.9781 4.4632
H -1.0168 -3.9391 4.6426
H 5.8259 4.1293 -2.6878
H 2.8723 2.1678 4.8633
H 0.1058 4.2785 -6.7554
H 1.3806 5.0204 -5.7730
H -0.6138 -0.1795 6.6593
H 2.5243 1.4878 2.5197
H 2.6441 -1.9334 6.0811
H -2.1630 -2.2466 -5.3395
H -0.8514 -2.6411 6.7531
H 4.0998 5.4544 -3.9417
H -3.4165 0.3899 2.5748
H -3.5967 2.9071 -2.0019
H 4.3983 -2.7732 1.6269
H -0.4540 2.7343 -4.8478
H -3.9587 1.5675 -0.9157
H -1.1073 -0.5985 -3.8531
H -5.0055 0.9227 -2.8273
H 4.6310 -5.2360 1.7610
H 4.7701 4.1167 -1.2681
H 0.2655 -3.1725 0.7287
H -3.6288 -2.3710 -1.5144
H 5.4529 5.6470 -1.8490
H -2.4970 2.5287 -0.6567
H 3.0433 5.3987 -2.5211
H -4.6441 -2.3336 -5.5874
H -0.3163 5.2111 -5.3124
H -0.9516 -2.7730 2.4770
H 2.6570 -6.6860 1.3811
H 2.9619 0.4566 6.6569
H 0.4659 -5.6589 0.8474
H -6.0361 -0.7004 -4.3143
H 1.2345 2.5612 -5.3123


Q: The highest relative energy (zero: lowest compared OMol25 entry of this formula, charge and spin) belongs to which entry?
A: C37H37F3O2P2Zr


Q: Number 4 is which compound?
A: C37H38BrGeLiN7O


Q: Look up the strongest force on any atom of the first one.
A: 7.069 eV/A


Q: Which formula does entry 4 have?
A: C37H38BrGeLiN7O